No. 1
DFT (ωB97M-V with the def2-TZVPD basis set) results for a molecular structure, C86H211K3N16O28.

Summary:
spin multiplicity = 1
HOMO energy = -7.4 eV
orbital gap = 7.77 eV
F_max = 4.79 eV/A

The geometry in XYZ format:
```
344
C86H211K3N16O28 | OMol25 | ωB97M-V with the def2-TZVPD basis set
K 24.14716 15.40083 24.88659
K 20.74631 13.73906 24.93259
K 19.83313 17.75306 17.09945
O 24.73405 21.16803 22.69793
O 16.16787 13.26331 21.75186
O 23.00771 17.50745 23.30450
O 18.54345 11.81404 17.57484
O 18.66859 12.90950 26.49024
O 27.53018 22.10967 20.50892
O 20.67161 18.51886 19.43415
O 24.80124 23.98150 26.45874
O 17.36755 16.41752 17.53496
O 25.41957 14.15359 20.87865
O 17.93236 17.79205 12.71418
O 17.41668 20.27880 22.13184
O 22.61045 14.26300 26.69419
O 24.36574 23.34858 17.70800
O 21.12590 23.46971 20.98278
O 23.51188 10.99491 16.90097
O 13.51607 18.02468 21.25029
O 22.82666 16.14736 13.13925
O 22.25741 21.96592 27.22276
O 20.41840 15.89032 18.80190
O 14.73178 21.76441 16.10688
O 21.40663 10.81414 25.54402
O 19.20997 22.51676 14.82424
O 14.81043 15.24350 25.46631
O 29.61950 18.09649 23.71528
O 22.25012 14.97173 23.06702
O 32.21070 21.35842 23.07090
O 20.61482 18.68676 26.61130
N 20.15280 15.12402 27.44162
N 15.55020 16.79155 19.97442
N 29.34395 22.19023 22.96175
N 18.98219 21.01444 19.18060
N 25.69068 21.25600 28.34541
N 25.98764 18.07352 24.43128
N 23.95159 20.09499 19.49894
N 25.33488 17.82612 20.99090
N 26.92132 23.88432 24.32350
N 18.57467 13.90789 23.14373
N 24.17049 11.84412 25.46539
N 20.01569 19.23801 14.42630
N 21.78776 13.58716 17.60594
N 21.33048 15.91113 15.57323
N 17.43453 19.31392 16.77157
N 16.71324 17.46693 23.10626
C 13.74287 14.38126 25.29533
C 25.13127 13.24520 21.88328
C 22.21015 17.24927 22.41161
C 23.85603 12.34688 16.99796
C 27.07069 23.57041 25.78725
C 19.09277 12.92182 27.85364
C 18.85295 23.38834 15.85220
C 20.39540 9.95578 26.07818
C 23.23806 21.97201 28.23260
C 22.13650 23.32900 21.89466
C 33.20121 20.28514 22.91835
C 19.59350 22.27694 19.40630
C 23.56926 10.90126 24.47878
C 26.15054 24.46036 26.58165
C 22.52268 16.70102 15.45194
C 20.17181 16.54385 27.57896
C 25.56688 15.50422 21.39106
C 20.89839 16.19519 19.92170
C 22.53964 9.97532 25.13628
C 20.95907 22.35299 27.57734
C 18.30009 19.12693 21.99538
C 17.42334 13.50082 26.19719
C 23.98988 22.54470 18.83278
C 18.13249 18.02213 23.03530
C 21.90029 15.67274 22.12798
C 19.45473 12.80408 17.17965
C 14.98350 16.10692 24.34070
C 16.57241 20.21806 16.05119
C 15.31085 23.05154 15.81140
C 24.00188 21.06816 18.35586
C 30.20888 22.24357 24.13612
C 20.60597 22.19935 20.62710
C 26.32395 16.44821 19.24184
C 13.77508 18.53904 19.92654
C 23.77941 20.76805 23.62762
C 23.91924 10.21443 18.02828
C 16.41172 16.71002 24.31602
C 23.23209 13.53131 28.91915
C 23.47835 16.15625 14.41991
C 25.71400 23.27963 23.54758
C 29.69755 22.69344 21.64544
C 21.13404 19.42194 25.48642
C 17.25225 15.53590 18.66312
C 23.76078 15.92271 12.04774
C 16.98157 16.46325 19.77690
C 27.90549 19.50647 25.52299
C 22.89479 20.70275 17.38398
C 23.24034 16.84011 16.76274
C 24.52148 24.71981 17.99968
C 19.14251 17.27196 13.24273
C 17.84842 17.75908 11.32351
C 17.72027 21.22013 23.13272
C 23.15190 13.23253 17.98298
C 24.08346 19.60747 27.81640
C 23.44903 14.51903 27.74437
C 20.30626 20.59973 14.10528
C 21.56583 18.06856 21.51522
C 31.32416 21.20296 24.19341
C 19.38850 14.32160 28.39563
C 25.91618 21.78783 23.18771
C 28.52726 23.11744 20.80609
C 20.79407 12.57996 17.84559
C 18.11710 11.37714 23.11924
C 25.20410 16.51056 20.32350
C 20.58267 17.30794 26.34759
C 29.85776 18.32903 22.32406
C 20.27335 18.28658 13.31384
C 17.49938 11.53564 16.67023
C 28.34647 17.48346 23.97833
C 23.83614 24.97941 26.28176
C 15.93795 19.40891 14.93868
C 18.48873 23.35515 19.80640
C 14.99086 13.24041 20.89778
C 18.45647 12.68588 22.29619
C 17.42300 12.89310 21.14347
C 24.73290 10.15093 23.85979
C 27.79000 21.47843 19.26651
C 15.15152 18.08388 19.42158
C 24.40611 21.09058 27.70447
C 17.32906 15.77423 16.24868
C 19.99683 21.49016 15.32270
C 21.31455 15.25799 20.92002
C 12.48852 18.63542 21.99256
C 27.38540 18.61723 24.34084
C 21.01763 17.67808 20.28377
C 15.56789 20.95428 16.89422
H 25.52229 23.80559 22.62806
H 16.82945 18.61989 17.25042
H 25.06081 12.27162 21.45693
H 23.96993 25.38415 25.22888
H 26.34074 21.20700 23.91988
H 16.00876 21.53878 17.67003
H 22.93091 9.34662 25.95684
H 22.89673 21.43542 23.78154
H 16.68613 19.25365 14.11218
H 27.48106 19.26171 23.42344
H 27.96047 23.95073 21.30718
H 16.10240 18.27300 22.97176
H 20.31556 18.96012 12.40600
H 18.13136 20.73385 19.76331
H 18.79657 21.34421 23.20566
H 28.87126 18.76815 21.93071
H 25.79639 21.00133 29.28516
H 24.40840 16.77303 14.38964
H 22.84106 24.55258 26.36788
H 23.43749 19.76952 23.36389
H 32.73369 19.31897 22.68106
H 22.99614 21.23889 16.43004
H 13.00354 18.09057 19.23562
H 27.90338 16.92944 23.17455
H 25.23584 24.92001 18.77871
H 21.41055 14.38921 18.11513
H 13.67197 19.64273 19.89433
H 27.75038 23.66041 23.76016
H 24.90456 23.40200 24.19827
H 17.20426 22.17892 22.89733
H 23.61755 22.98256 28.28857
H 18.26310 15.37706 15.86758
H 31.81845 21.20142 25.17192
H 28.90067 23.54237 19.85607
H 19.75535 20.94550 13.19068
H 19.75468 23.81757 16.33606
H 22.12568 17.73032 15.10728
H 17.13850 21.08922 15.56657
H 20.96456 15.60104 14.69951
H 21.91405 20.96261 17.77441
H 17.37047 12.06972 20.47842
H 23.59479 25.16696 18.43062
H 18.40417 22.78967 16.72144
H 18.41967 14.81350 28.64688
H 25.29883 18.55269 20.24069
H 26.64917 21.75230 22.36673
H 19.61274 20.20409 19.32408
H 26.05734 17.08094 18.39771
H 17.33020 14.59085 26.31388
H 24.46397 17.99717 21.48916
H 20.70755 12.43779 18.97504
H 21.00295 20.48106 25.64902
H 27.60052 20.53776 25.26110
H 21.64164 19.15971 21.74564
H 24.84060 18.90992 27.40654
H 22.81166 24.14155 21.72996
H 22.05991 9.23308 24.46358
H 24.29590 20.47614 20.37981
H 26.02923 22.23495 28.32876
H 20.59700 21.62831 28.32866
H 14.19573 16.89128 24.30529
H 15.37730 16.84547 20.96126
H 25.00883 12.36781 17.21177
H 19.34621 19.54478 22.01083
H 20.89319 21.88771 15.74172
H 12.72750 18.36222 23.00596
H 24.53856 9.30114 23.13396
H 23.80295 15.89334 16.93532
H 24.91064 10.57480 18.34974
H 18.22308 24.25018 15.50960
H 25.47979 9.87876 24.62248
H 30.87420 20.23400 24.13486
H 16.83205 12.44667 16.52999
H 23.98477 17.67189 16.76385
H 19.43991 20.92236 16.04030
H 19.87249 9.42364 25.22228
H 18.89514 17.04519 14.28082
H 17.24119 20.86380 24.06843
H 24.70649 22.61481 19.70407
H 22.26507 19.25720 25.52639
H 26.06154 13.12914 22.49929
H 28.12495 23.69562 26.01953
H 27.68452 22.26535 18.49882
H 15.90201 18.79931 19.74175
H 11.48042 18.21912 21.57161
H 24.95516 20.96850 17.93170
H 26.49169 24.30533 27.57198
H 23.02023 19.85882 19.75038
H 20.81003 19.08226 24.58426
H 16.87980 16.57872 15.65428
H 22.79215 21.56539 29.17361
H 21.43754 15.08199 16.22659
H 17.82571 22.93285 20.53135
H 23.92963 19.31548 28.85131
H 21.32759 20.77966 13.88364
H 23.99816 25.81007 27.00608
H 21.21276 14.16548 20.70185
H 18.36869 10.48024 22.47518
H 17.87531 13.75340 20.63664
H 17.66681 16.70687 10.99150
H 19.01930 14.58747 22.54700
H 21.45546 21.57227 20.28573
H 25.25758 10.93079 23.26063
H 17.59954 14.15636 23.26490
H 23.10885 19.37932 27.39650
H 18.77984 18.10890 10.78681
H 12.88774 14.97766 25.03788
H 30.47086 23.42749 21.62405
H 19.93658 12.24624 28.02858
H 23.95658 9.16203 17.78247
H 24.89258 15.70681 22.27483
H 18.87362 17.22884 22.96132
H 17.52979 17.49577 19.72983
H 27.44650 19.23495 26.44890
H 24.25198 13.44163 22.55966
H 14.97140 14.11333 20.29669
H 19.66757 10.62423 26.58594
H 19.89893 14.24689 29.33966
H 23.39834 15.47770 28.23449
H 28.84014 21.11814 19.17190
H 23.21296 10.33595 18.80631
H 24.71986 16.33189 12.30025
H 15.05487 19.87513 14.52036
H 33.70991 20.47644 22.01303
H 19.85933 17.14756 25.46495
H 14.44084 23.67806 15.62461
H 22.91716 19.68022 17.04162
H 16.61121 17.29245 25.18935
H 23.34419 16.47373 11.18662
H 30.57927 19.12660 22.15936
H 20.35908 22.28331 26.72081
H 29.60082 22.12521 25.06976
H 23.86079 14.87177 11.79539
H 19.61858 12.77666 16.07796
H 23.82378 15.25536 14.86237
H 16.93698 10.69797 17.06772
H 20.84347 9.26650 26.81104
H 15.96252 23.32582 16.70233
H 17.93416 23.59500 18.87692
H 25.54671 18.53394 25.27816
H 17.85630 19.76269 17.58965
H 23.81516 12.74045 15.92275
H 20.09062 21.67632 21.45952
H 17.17364 13.13789 25.20612
H 16.98741 15.83967 24.34834
H 17.90070 11.21139 15.70092
H 12.47211 19.71728 21.90288
H 25.47136 18.26207 23.61089
H 15.01136 12.42018 20.16807
H 27.09382 20.66214 19.09859
H 30.17132 17.39801 21.86696
H 23.64387 14.21712 18.10681
H 24.56634 14.48926 27.51555
H 22.22048 13.64816 29.32841
H 17.40638 16.11900 20.74150
H 20.70669 16.99308 28.49679
H 22.85741 22.51782 21.65680
H 22.46768 16.89982 17.50384
H 14.04797 13.61560 24.60599
H 14.96236 20.14828 17.31510
H 18.33655 12.57147 28.48239
H 16.33612 14.79122 18.61099
H 23.43087 12.38938 25.88369
H 28.40274 16.83036 24.86323
H 14.84537 15.45614 23.42495
H 21.11396 14.75406 27.26555
H 17.00121 18.36999 10.96527
H 27.14968 16.92205 19.81725
H 15.89565 23.10440 14.90202
H 24.51833 21.46990 26.72278
H 19.36055 12.44062 21.77819
H 18.26070 18.39490 24.02614
H 20.18899 22.58135 18.53596
H 16.68826 13.01912 26.91704
H 30.20286 21.96192 21.03026
H 30.66006 23.27175 24.23028
H 21.01745 23.38033 28.01866
H 19.08869 16.74976 27.73221
H 26.16719 25.48092 26.26269
H 18.94702 24.28148 20.20092
H 19.03735 19.16490 14.77008
H 23.05046 12.67671 18.93720
H 24.16498 16.33363 20.01969
H 18.79911 11.25524 23.93978
H 24.98653 25.23693 17.12913
H 14.16985 13.05242 21.54316
H 24.69198 11.34190 26.18286
H 21.59164 17.02249 25.98418
H 17.09027 11.36585 23.47694
H 26.58540 15.47402 18.83814
H 16.61994 14.98297 16.24494
H 15.18571 18.11170 18.33962
H 23.12354 11.53033 23.70209
H 23.46877 12.44073 28.77784
H 21.24805 17.78947 13.39568
H 28.98383 19.41109 25.59237
H 23.03997 22.82910 19.34369
H 26.52874 15.59719 21.90612
H 15.56504 18.43069 15.22650
H 18.15652 14.96934 18.71620
H 18.11322 18.72623 20.99257
H 24.32104 20.75336 24.58646
H 26.86028 22.57074 26.04402
H 13.55838 13.95741 26.26657
H 29.03390 21.26279 22.79734
H 19.47418 16.31070 12.75111
H 23.88705 13.90997 29.70239
H 21.21390 11.57722 17.48460
H 33.76308 20.04189 23.80735
H 21.83571 23.30620 22.94677
H 19.14254 13.81847 17.47531
```

These are the Löwdin partial charges, in e, on atoms 1 to 4:
1 K 0.7337
2 K 0.7453
3 K 0.7033
4 O -0.2015

---

No. 2
DFT (ωB97M-V with the def2-TZVPD basis set) results for 4 unconnected molecules or ions with the total composition C21H21F6OP.

Summary:
spin multiplicity = 1
HOMO energy = -9.0 eV
orbital gap = 9.87 eV
F_max = 1.47 eV/A

The geometry in XYZ format:
```
50
C21H21F6OP | OMol25 | ωB97M-V with the def2-TZVPD basis set
P -1.41299 2.29993 -2.32406
F -4.91835 4.21868 1.46236
F -1.82649 1.29074 -4.74185
F -1.38117 -0.20729 -3.20956
F -3.37315 0.64122 -3.33743
F 5.62493 -3.35291 1.19323
F 0.59278 0.83306 -1.13428
O -4.51576 1.83687 -0.57500
C -6.61521 2.64120 1.90172
C 8.70313 -5.45932 -0.50706
C 6.63819 -4.04634 0.63484
C -2.10497 1.81062 -0.67480
C 8.71160 -4.07175 -0.53726
C 7.67009 -3.35446 0.03347
C 7.65175 -6.13383 0.09910
C 6.61007 -5.42558 0.68000
C -2.05197 0.94618 -3.45100
C -3.34788 2.62488 -0.27188
C -8.29814 3.17406 3.54158
C -7.69637 4.40469 3.76480
C 2.77745 0.33633 -0.41731
C 1.60807 -0.05785 -1.03468
C 3.67659 -1.85721 -0.82702
C -7.75553 2.29517 2.61350
C 1.44237 -1.32628 -1.55119
C 2.49158 -2.22874 -1.44724
C 3.81674 -0.57645 -0.31111
C -6.55138 4.75755 3.06567
C -6.03431 3.86862 2.14494
H 9.53136 -3.54443 -1.00600
H 0.50895 -1.59817 -2.02437
H -4.75971 2.01680 -1.48512
H -9.18926 2.89959 4.09032
H -3.39362 2.83201 0.78265
H -1.30220 1.86162 0.04998
H -8.22162 1.33446 2.44088
H 7.65351 -2.27273 0.01450
H -8.11845 5.09310 4.48454
H -3.43703 3.53228 -0.85845
H -6.06181 5.70846 3.22934
H -2.41335 0.77232 -0.74846
H 4.48885 -2.56308 -0.74513
H 9.51500 -6.01567 -0.95576
H 5.78447 -5.93063 1.16333
H 4.73802 -0.28658 0.17622
H 2.38161 -3.22547 -1.85281
H 7.64200 -7.21513 0.12025
H -6.17839 1.97757 1.16759
H -2.16767 3.39990 -2.79742
H 2.86767 1.34201 -0.02857
```

These are the Löwdin partial charges, in e, on atoms 1 to 4:
1 P 1.0251
2 F 0.0404
3 F 0.0600
4 F 0.0610

---

No. 3
DFT (ωB97M-V with the def2-TZVPD basis set) results for a molecular structure, C41H46N4OP2PbS4.

Summary:
spin multiplicity = 1
HOMO energy = -7.0 eV
orbital gap = 7.36 eV
energy relative to the best compared isomer or geometry (same formula, charge and spin) = 40.7 kJ/mol
F_max = 0.16 eV/A

The geometry in XYZ format:
```
99
C41H46N4OP2PbS4 | OMol25 | ωB97M-V with the def2-TZVPD basis set
Pb -0.17402 1.06183 -0.18174
S -2.26777 0.79158 -1.70886
S -3.42398 4.91959 -0.90250
S -4.23523 2.76656 -2.72626
S -1.31075 3.33687 0.45555
P 0.51369 -3.90359 -0.79082
P 2.63333 -1.72488 0.75292
O -5.34700 5.15890 -2.69183
N 1.53664 2.63684 -1.33528
N -1.81092 0.34230 2.19940
N 1.43688 3.07434 -3.60473
N 3.21507 3.92945 -2.38105
C -1.33030 0.54248 3.51186
C 7.01535 -3.06203 0.13985
C 3.12500 2.03485 2.18559
C -4.51880 4.43709 -2.20942
C -2.09971 -7.69641 -1.25804
C -0.57777 2.02559 5.24973
C 2.97863 1.92814 3.56289
C -1.14859 -0.53510 4.37484
C -1.31385 -5.89512 0.13035
C 2.71276 0.69288 4.12965
C 5.99769 -3.50120 -0.69601
C -0.26255 -2.96421 0.61055
C 6.72272 -2.19852 1.18523
C 0.50216 -3.09494 1.94335
C -1.02594 1.82770 3.95388
C 2.75343 -0.34728 1.95063
C -1.38892 -2.87613 -2.63916
C -0.59156 -5.36054 -0.93042
C 2.59796 -0.43688 3.32939
C 4.39091 -2.20758 0.56366
C -2.93780 2.40812 -1.59790
C -0.41183 0.95411 6.11645
C 2.04032 3.19559 -2.39327
C 2.02426 -3.12980 1.78686
C 2.19458 2.96818 -4.83698
C -1.75276 -2.14694 -3.75860
C 4.69688 -3.06961 -0.48968
C -0.62249 -6.02781 -2.15796
C -2.06156 -7.05602 -0.03130
C 4.05182 3.85822 -1.20179
C -0.78820 -1.46115 -4.48574
C -2.56471 3.39421 -0.76622
C -0.69189 -0.32820 5.66716
C -1.37439 -7.17709 -2.32407
C 3.24241 5.23130 -3.03445
C 0.90235 -2.23382 -2.96396
C 3.00443 0.90708 1.39060
C 0.06465 2.61247 -3.67280
C 5.41749 -1.77727 1.39991
C -0.05549 -2.93191 -2.23387
C 0.53815 -1.49864 -4.08476
H -0.50437 3.01526 -2.83826
H 8.03337 -3.39061 -0.02447
H 3.90231 -3.40991 -1.14541
H 4.19463 5.38002 -3.54672
H 3.11604 6.03147 -2.29717
H 4.16776 2.82392 -0.88145
H -0.37764 2.97498 -4.60176
H -2.14625 -3.41332 -2.08002
H -2.24608 -0.56376 2.08327
H 0.23790 -2.24880 2.58592
H 2.51756 -3.13606 2.76129
H -2.68823 -8.59530 -1.38573
H -1.39849 -1.53590 4.04040
H -0.29912 -1.91737 0.30485
H 3.09498 0.98965 0.31146
H -1.29632 -5.41926 1.10357
H 2.00552 1.99500 -5.29891
H -0.00814 1.52288 -3.65202
H 2.33527 -4.03996 1.27065
H 3.05846 2.80710 4.18883
H 1.95971 3.01584 -0.49428
H 2.43711 5.30961 -3.75747
H 5.20221 -1.10415 2.22095
H -2.79122 -2.10026 -4.05765
H -1.07659 -0.89254 -5.36076
H 7.51245 -1.85290 1.83998
H 2.58029 0.60591 5.19922
H 3.65649 4.45378 -0.36709
H -2.45199 1.06921 1.90348
H -0.07063 1.11658 7.13018
H 1.29380 -0.96423 -4.64721
H -2.61774 -7.45474 0.80725
H -1.29900 -3.28494 0.73621
H -0.36245 3.03185 5.58585
H 3.25855 3.05239 -4.63535
H 6.21872 -4.17421 -1.51440
H 2.38340 -1.38771 3.79964
H 1.93843 -2.26598 -2.64662
H -0.57219 -1.17471 6.33149
H -1.17107 2.66743 3.28496
H -0.05810 -5.63268 -2.99509
H 0.17488 -3.99695 2.46775
H -1.39439 -7.67209 -3.28631
H 1.90417 3.74344 -5.55069
H 5.03776 4.24923 -1.45149
H 3.32270 3.00118 1.73700
```

These are the Löwdin partial charges, in e, on atoms 1 to 4:
1 Pb 0.8412
2 S 0.3953
3 S 0.9483
4 S 0.9456